1.
Density functional theory data (wB97M-V/def2-TZVPD) for a molecular structure, C28H29BrN5O2W.

Each line ends with the Mulliken charge.
Atoms and positions in Å:
W: 0.139 0.319 -0.326  -1.2692
C: 1.829 -3.213 -1.301  -1.1068
C: 0.305 -3.388 -1.242  -0.6780
C: -0.405 -2.656 -0.093  -1.3333
N: -0.937 -1.320 -0.398  0.8898
C: -2.234 -1.189 -0.857  1.6294
C: -2.915 -2.266 -1.378  -0.7321
C: -4.223 -2.385 -1.874  -0.8985
C: -5.212 -1.445 -1.948  -0.6271
C: -5.130 -0.111 -1.527  -0.6749
C: -4.082 0.573 -0.975  -0.6466
C: -2.757 0.166 -0.675  0.6904
N: -1.861 1.000 -0.172  -0.0085
C: -2.230 2.219 0.533  -1.1454
C: -1.202 2.549 1.627  -0.5733
C: -0.643 1.365 2.419  -1.2986
N: 0.348 0.607 1.648  0.7601
C: 1.292 -0.148 2.301  0.7095
C: 1.150 -0.475 3.632  -0.6823
C: 1.999 -1.148 4.528  -0.8147
C: 3.287 -1.557 4.339  -0.5153
C: 4.030 -1.419 3.155  -0.4994
C: 3.635 -1.018 1.909  -0.8422
C: 2.363 -0.620 1.408  1.1991
N: 2.093 -0.515 0.118  0.4682
C: 3.008 -0.946 -0.941  -1.0157
C: 2.334 -1.900 -1.926  -0.5182
H: 2.226 -4.046 -1.883  0.4143
H: 2.239 -3.336 -0.292  0.4031
H: 0.099 -4.454 -1.124  0.4975
H: -0.137 -3.090 -2.197  0.4012
H: 0.285 -2.539 0.745  0.2905
H: -1.228 -3.265 0.285  0.8857
H: -2.347 -3.185 -1.437  0.3385
H: -4.470 -3.371 -2.249  0.3669
H: -6.157 -1.756 -2.374  0.3502
H: -6.028 0.477 -1.676  0.3646
H: -4.277 1.618 -0.767  0.4202
H: -3.209 2.085 0.999  0.7480
H: -2.304 3.069 -0.152  0.3290
H: -1.682 3.234 2.327  0.5536
H: -0.359 3.097 1.205  -0.1386
H: -1.459 0.704 2.738  0.3474
H: -0.170 1.763 3.319  0.8660
H: 0.209 -0.173 4.072  0.4584
H: 1.576 -1.311 5.511  0.3653
H: 3.804 -1.998 5.182  0.3749
H: 5.075 -1.697 3.231  0.3874
H: 4.426 -1.022 1.173  0.4357
H: 3.892 -1.437 -0.539  0.4413
H: 3.352 -0.060 -1.485  0.1617
H: 3.082 -2.126 -2.689  0.6445
H: 1.526 -1.387 -2.446  0.1909
Br: 2.594 3.747 1.139  -0.0473
C: 1.449 3.857 -0.350  -0.4442
C: 0.812 5.043 -0.694  -0.0784
N: -0.004 5.136 -1.737  -0.5693
C: -0.217 4.065 -2.494  -0.6591
C: 0.363 2.830 -2.222  0.4377
C: 1.209 2.739 -1.127  0.4848
C: 0.057 1.607 -3.037  0.3410
O: -0.334 1.683 -4.171  -0.6274
O: 0.251 0.485 -2.367  -0.5852
H: 0.971 5.939 -0.105  0.4204
H: -0.878 4.173 -3.345  0.4816
H: 1.784 1.823 -0.951  0.4807

The charge is +1. The energy above the lowest of the compared OMol25 structures with the same formula, charge and spin is 1.069 eV. As for the largest force on an atom: 0.95 eV/Å. As for the expectation value of S²: 2.019. As for the spin multiplicity: 3. The calculated total energy is -4149.54664 hartree.


2.
Density functional theory data (wB97M-V/def2-TZVPD) for a gas-phase ion, C4H5O2 (charge +1) in a non-equilibrium geometry.

Each line ends with the Mulliken charge.
Atoms and positions in Å:
C: -1.240 0.769 0.524  0.1454
C: 1.349 0.454 -0.925  0.5546
C: -0.609 -0.552 0.238  -0.5941
C: 0.967 -0.376 0.100  -0.3663
O: 1.752 1.005 -1.824  -0.0448
O: -0.694 1.863 0.606  -0.4358
H: -2.418 0.556 0.521  0.2763
H: -0.917 -1.418 0.809  0.4185
H: -1.073 -0.751 -0.750  0.3536
H: 1.405 -1.398 -0.250  0.3382
H: 1.478 -0.152 0.951  0.3544

The charge is +1. The energy above the lowest of the compared OMol25 structures with the same formula, charge and spin is 1.195 eV. As for the largest force on an atom: 5.11 eV/Å. The calculated total energy is -305.55239 hartree.


3.
Density functional theory data (wB97M-V/def2-TZVPD) for a gas-phase ion, C11H20BBrNO5 (charge +1) in a non-equilibrium geometry.

Each line ends with the Mulliken charge.
Atoms and positions in Å:
C: -4.679 -0.077 -1.312  -1.1414
C: -3.450 0.144 -0.289  -0.2905
O: -2.158 0.159 -0.952  -0.2918
C: -1.114 -0.255 -0.060  -0.3036
C: -1.139 0.197 1.472  -0.2799
N: 0.020 0.683 1.885  0.1695
C: 0.963 0.684 0.701  -0.8274
C: 2.518 0.680 1.071  -0.4913
C: 2.836 1.737 2.268  -0.6451
O: 2.406 3.080 1.926  -0.5051
C: 0.428 -0.143 -0.563  1.8694
C: 1.166 -1.483 -1.009  -1.4776
B: 1.417 -2.553 0.187  0.6016
O: 0.704 -2.521 1.454  -0.5624
O: 2.432 -3.540 -0.034  -0.5583
C: 0.504 0.948 -1.752  -0.8775
C: 0.369 0.322 -3.213  0.2237
O: -0.443 -0.536 -3.572  -0.4292
Br: 1.604 1.028 -4.622  -0.1497
H: -4.779 0.757 -2.078  0.3092
H: -5.630 -0.020 -0.660  0.3501
H: -4.674 -1.126 -1.760  0.3016
H: -3.589 1.184 0.189  0.2969
H: -3.549 -0.685 0.507  0.2897
H: -1.279 -1.398 -0.018  0.3204
H: -2.086 0.088 2.102  0.4180
H: 0.180 0.988 2.853  0.3243
H: 0.824 1.772 0.334  0.5372
H: 3.166 0.991 0.188  0.3127
H: 2.871 -0.338 1.484  0.2009
H: 3.954 1.714 2.493  0.4019
H: 2.265 1.442 3.223  0.2474
H: 1.447 3.140 2.140  0.3581
H: 0.589 -2.050 -1.831  0.3826
H: 2.169 -1.194 -1.495  0.2435
H: -0.130 -3.020 1.329  0.3106
H: 2.621 -4.027 0.800  0.3285
H: -0.291 1.764 -1.667  0.4078
H: 1.536 1.463 -1.719  0.6253

The charge is +1. As for the largest force on an atom: 4.62 eV/Å. As for the SMILES: CCO[C@@H]1C=[NH+][C@@H](CCO)[C@]1(CB(O)O)CC(=O)Br. The calculated total energy is -3460.68836 hartree.


4.
Density functional theory data (wB97M-V/def2-TZVPD) for a gas-phase ion, C4H5N2O2 (charge +1) in a non-equilibrium geometry.

Each line ends with the Mulliken charge.
Atoms and positions in Å:
C: 1.492 1.028 -0.028  -0.0579
C: 0.910 1.009 -1.259  -0.3765
C: 0.878 0.033 0.948  0.5998
C: -1.400 -1.088 0.586  -0.5698
N: -0.131 -0.685 0.386  -0.1803
N: -0.189 0.220 -1.320  0.4742
O: 1.188 0.029 2.134  -0.4618
O: -1.275 0.051 -1.712  -0.3524
H: 2.421 1.580 0.438  0.3938
H: 1.224 1.578 -2.043  0.5359
H: -1.927 -0.625 1.369  0.3451
H: -1.862 -0.968 -0.434  0.3373
H: -1.328 -2.163 0.936  0.3126

The charge is +1. The energy above the lowest of the compared OMol25 structures with the same formula, charge and spin is 5.453 eV. As for the largest force on an atom: 6.19 eV/Å. The calculated total energy is -414.90004 hartree.